[1]
Below is a molecular structure, C22H41FeNO4Si2, with properties calculated with ωB97M-V/def2-TZVPD.

Element x y z (Å)
Fe (0.4360, 1.0667, -0.0038)
O (2.8888, 0.9761, -3.5744)
C (2.3309, 1.0213, -2.3869)
O (1.1407, 1.1534, -2.1895)
C (3.2781, 0.8980, -1.2435)
C (4.6487, 0.6977, -1.3455)
C (5.3747, 0.5919, -0.1677)
C (4.7197, 0.7042, 1.0525)
C (3.3453, 0.9077, 1.0509)
N (2.6462, 0.9906, -0.0778)
C (2.4499, 1.0529, 2.2446)
O (2.9451, 1.0522, 3.4604)
O (1.2569, 1.1761, 2.0735)
H (2.2081, 1.0566, -4.2634)
H (5.1234, 0.6215, -2.3125)
H (6.4423, 0.4259, -0.1976)
H (5.2879, 0.6204, 1.9692)
H (3.9060, 0.9655, 3.4768)
C (-0.3212, -1.8393, 2.7632)
C (-1.4707, -1.3531, 1.8684)
C (-1.9527, -0.0267, 2.4793)
C (-2.6087, -2.3789, 1.9830)
Si (-0.8847, -1.1184, 0.0380)
C (-2.3309, -0.8167, -1.2116)
C (-3.3825, 0.1287, -0.6094)
C (-1.8180, -0.1170, -2.4803)
C (-3.0389, -2.1102, -1.6323)
C (0.2905, -2.5466, -0.5377)
C (1.6672, -2.4603, 0.1402)
C (-0.3073, -3.9290, -0.2347)
C (0.5428, -2.4687, -2.0500)
H (-0.6665, -1.8618, 3.8008)
H (0.5407, -1.1702, 2.7277)
H (0.0139, -2.8465, 2.5135)
H (-2.2446, -0.2006, 3.5197)
H (-2.8157, 0.3930, 1.9699)
H (-1.1662, 0.7318, 2.4928)
H (-2.8515, -2.5238, 3.0400)
H (-2.3402, -3.3533, 1.5731)
H (-3.5202, -2.0459, 1.4870)
H (-2.9384, 1.0630, -0.2553)
H (-3.9345, -0.3182, 0.2160)
H (-4.1117, 0.3883, -1.3830)
H (-1.3879, 0.8621, -2.2586)
H (-2.6597, 0.0519, -3.1595)
H (-1.0728, -0.6971, -3.0233)
H (-3.4395, -2.6624, -0.7820)
H (-2.3840, -2.7804, -2.1920)
H (-3.8801, -1.8613, -2.2866)
H (1.6164, -2.4919, 1.2274)
H (2.1943, -1.5469, -0.1478)
H (2.2834, -3.3044, -0.1852)
H (-0.3867, -4.1218, 0.8356)
H (0.3431, -4.7020, -0.6564)
H (-1.2970, -4.0599, -0.6740)
H (0.9177, -1.4886, -2.3558)
H (-0.3533, -2.6755, -2.6360)
H (1.2926, -3.2152, -2.3295)
C (-1.5957, 3.6943, -1.5187)
Si (-0.6056, 3.3385, 0.0408)
C (0.8732, 4.5110, 0.1286)
C (-1.6677, 3.5396, 1.5778)
H (-1.9512, 4.7276, -1.5023)
H (-2.4671, 3.0451, -1.6053)
H (-0.9918, 3.5663, -2.4186)
H (0.5156, 5.5442, 0.1589)
H (1.5268, 4.4166, -0.7406)
H (1.4712, 4.3458, 1.0266)
H (-2.0268, 4.5686, 1.6543)
H (-1.1075, 3.3139, 2.4863)
H (-2.5386, 2.8836, 1.5523)

Forces on atoms 1 to 3 (eV/Å):
Fe 0.3 -0.1 0.0
O 0.1 0.0 -0.1
C 0.1 0.0 0.1

- Charge: +1
- Highest occupied orbital energy (alpha / beta): -9.63 / -10.97 eV
- Spin multiplicity: 6
- LUMO level (alpha / beta): -4.2 / -4.6 eV
- Molecular weight: 495.590 g mol⁻¹

=====

[2]
Below is a molecular structure, C22H41IrNPS4Sb, with properties calculated with ωB97M-V/def2-TZVPD.

Element x y z (Å)
Ir (-2.0759, -0.0106, 0.1888)
C (-2.2227, 2.7809, 5.0045)
C (-1.5897, 2.5081, 3.6381)
C (-0.2312, 3.1913, 3.5275)
C (-1.5386, 1.0202, 3.3627)
C (-0.3862, 0.2498, 3.4751)
C (-0.3943, -1.1089, 3.1597)
C (-1.5554, -1.7510, 2.7431)
C (-1.5755, -3.2094, 2.3930)
C (-2.7318, -0.9919, 2.6612)
C (-2.7010, 0.3775, 2.9615)
H (-2.3149, 3.8534, 5.1773)
H (-1.6051, 2.3577, 5.7988)
H (-3.2154, 2.3363, 5.0773)
H (-2.2405, 2.9374, 2.8686)
H (0.4419, 2.8707, 4.3246)
H (-0.3506, 4.2712, 3.6139)
H (0.2396, 2.9746, 2.5679)
H (0.5456, 0.7047, 3.7870)
H (0.5247, -1.6770, 3.2435)
H (-1.7383, -3.3450, 1.3215)
H (-2.3890, -3.7243, 2.9057)
H (-0.6375, -3.6936, 2.6622)
H (-3.6644, -1.4829, 2.4164)
H (-3.6196, 0.9529, 2.9080)
S (-4.0477, -0.7951, -4.1214)
Sb (-5.0018, -0.2948, -2.0166)
S (-2.9576, 1.8821, -0.2082)
S (-3.7819, -1.6025, -0.4427)
S (-6.9093, -1.6520, -2.3776)
C (3.7104, 0.5091, -1.0841)
C (2.4282, 0.1843, -0.3176)
C (2.6837, -1.0188, 0.5990)
C (2.0646, 1.3547, 0.6078)
P (0.9287, -0.2116, -1.4057)
N (-0.3472, -0.1670, -0.4625)
C (1.0475, -1.9624, -2.1055)
C (2.4183, -2.2975, -2.6999)
C (0.6961, -2.9709, -1.0035)
C (-0.0189, -2.1181, -3.1949)
C (0.7519, 1.0602, -2.7937)
C (0.8944, 2.4558, -2.1743)
C (-0.6629, 0.9834, -3.3817)
C (1.7734, 0.9020, -3.9196)
H (4.5263, 0.6122, -0.3656)
H (3.6338, 1.4517, -1.6247)
H (3.9848, -0.2767, -1.7884)
H (3.4158, -0.7330, 1.3569)
H (3.0950, -1.8697, 0.0592)
H (1.7659, -1.3144, 1.1092)
H (2.8087, 1.4127, 1.4048)
H (1.0871, 1.1884, 1.0618)
H (2.0611, 2.3139, 0.1002)
H (3.1948, -2.3515, -1.9376)
H (2.7271, -1.5813, -3.4619)
H (2.3603, -3.2782, -3.1743)
H (1.4721, -3.0792, -0.2524)
H (0.5518, -3.9478, -1.4679)
H (-0.2374, -2.6885, -0.5157)
H (0.2290, -1.5667, -4.0999)
H (-1.0006, -1.8068, -2.8343)
H (-0.0841, -3.1706, -3.4742)
H (0.2326, 2.5705, -1.3150)
H (0.6040, 3.1947, -2.9221)
H (1.9204, 2.6769, -1.8854)
H (-1.4086, 0.9591, -2.5890)
H (-0.8166, 0.1300, -4.0342)
H (-0.8322, 1.8822, -3.9763)
H (2.8016, 0.9170, -3.5586)
H (1.6509, 1.7365, -4.6128)
H (1.6127, -0.0146, -4.4866)

Forces on atoms 1 to 3 (eV/Å):
Ir -0.1 -0.5 -1.0
C 0.0 0.0 0.0
C 0.1 0.0 0.0

- Charge: 0
- Highest occupied orbital energy (alpha / beta): -6.98 / -7.79 eV
- Spin multiplicity: 6
- LUMO level (alpha / beta): -0.7 / -2.2 eV
- Molecular weight: 792.796 g mol⁻¹

=====

[3]
Below is a molecular structure, C22H41N2O5ReSbSi3, with properties calculated with ωB97M-V/def2-TZVPD.

Element x y z (Å)
Re (0.0834, 0.1334, 0.9149)
O (-0.5226, -2.5139, 3.9240)
C (-0.2197, -1.4483, 3.4534)
O (0.4042, -1.3079, 2.3351)
C (-0.5449, -0.1412, 4.2350)
C (0.5136, 0.9589, 4.0329)
C (0.3013, 2.0531, 5.0905)
C (-0.9636, 2.7518, 4.5508)
C (-1.2389, 1.9294, 3.2901)
O (0.0831, 1.6080, 2.8311)
C (-1.8158, 0.5575, 3.6934)
C (-2.4511, -0.1505, 2.4713)
O (-3.4648, -0.7970, 2.5854)
O (-1.8830, 0.0458, 1.3212)
H (-0.6575, -0.4480, 5.2745)
H (1.5393, 0.5967, 3.9411)
H (0.1704, 1.6403, 6.0877)
H (1.1521, 2.7340, 5.1091)
H (-1.7964, 2.7208, 5.2481)
H (-0.7648, 3.7888, 4.2865)
H (-1.7976, 2.4432, 2.5048)
H (-2.6020, 0.6199, 4.4474)
N (6.2871, -0.0433, 0.8398)
C (4.9586, 0.0311, 0.8091)
C (4.2681, 1.2506, 0.9877)
C (2.9004, 1.2660, 0.9576)
N (2.1410, 0.1799, 0.7094)
C (2.8005, -0.9888, 0.5367)
C (4.1588, -1.1113, 0.5882)
H (6.8489, 0.7666, 1.0408)
H (6.7485, -0.9253, 0.6940)
H (4.8092, 2.1684, 1.1612)
H (2.3662, 2.1903, 1.1360)
H (2.1831, -1.8580, 0.3553)
H (4.6176, -2.0813, 0.4813)
C (-3.4792, 0.2544, -3.5122)
Si (-3.2750, 0.3812, -1.6199)
C (-3.1567, 2.1840, -1.0218)
C (-4.2936, -0.8389, -0.5932)
Sb (-0.4669, -0.3588, -1.4653)
Si (1.1673, 1.3037, -2.9079)
C (1.0519, 2.8171, -1.7436)
C (2.8663, 0.4446, -2.9570)
C (0.2486, 1.4816, -4.5627)
Si (-0.6607, -3.1392, -2.0291)
C (-1.6548, -3.7960, -0.5496)
C (-1.4743, -3.0771, -3.7548)
C (1.1693, -3.6797, -2.1064)
H (-4.4475, 0.6733, -3.7689)
H (-3.4681, -0.7678, -3.8751)
H (-2.7297, 0.8121, -4.0644)
H (-4.1511, 2.6251, -1.0374)
H (-2.5157, 2.7964, -1.6525)
H (-2.7890, 2.2361, -0.0005)
H (-5.2615, -0.3893, -0.3760)
H (-3.8431, -1.0656, 0.3727)
H (-4.4787, -1.7715, -1.1208)
H (1.0279, 2.4844, -0.7019)
H (0.1353, 3.3733, -1.9239)
H (1.8808, 3.5094, -1.8590)
H (3.2637, 0.2751, -1.9602)
H (3.5862, 1.0471, -3.5030)
H (2.8096, -0.5149, -3.4611)
H (-0.6035, 2.1493, -4.4677)
H (-0.1112, 0.5239, -4.9253)
H (0.8951, 1.8982, -5.3298)
H (-2.7047, -3.5202, -0.5999)
H (-1.2561, -3.4247, 0.3944)
H (-1.6086, -4.8827, -0.5118)
H (-2.5568, -3.0147, -3.6904)
H (-1.2402, -3.9878, -4.2998)
H (-1.1135, -2.2408, -4.3484)
H (1.5255, -4.0307, -1.1403)
H (1.8307, -2.8852, -2.4440)
H (1.2687, -4.5044, -2.8068)

Forces on atoms 1 to 3 (eV/Å):
Re 0.7 -0.6 3.8
O 0.3 0.2 -0.5
C -1.7 0.2 3.4

- Charge: +2
- Highest occupied orbital energy (alpha / beta): -14.11 / -13.77 eV
- Spin multiplicity: 2
- LUMO level (alpha / beta): -8.3 / -7.7 eV
- Molecular weight: 805.804 g mol⁻¹